Record 1
C56H89BrInN8O3 | the ωB97M-V functional and the def2-TZVPD basis

```
158
Properties=species:S:1:pos:R:3:lowdin_charge:R:1
C 5.6390 -2.5077 6.1040 -0.13
C 4.2368 -3.2775 6.2604 -0.27
C 3.1790 -2.4707 7.1985 -0.18
C 2.3981 -3.5672 8.0575 -0.22
C 0.8060 -3.4593 8.0273 -0.21
C 0.1653 -3.1494 6.6017 -0.20
C 0.7926 -3.9577 5.3777 -0.20
C -0.1565 -5.0844 4.7520 -0.20
C 0.4327 -5.3783 3.2614 -0.19
C -0.2836 -4.3394 2.2827 -0.20
C 0.6508 -3.6923 1.1580 -0.22
C 1.6353 -4.7039 0.4252 -0.20
C 3.0411 -4.9697 1.1302 -0.22
C 3.5412 -3.8587 2.1526 -0.24
C 4.0018 -2.4756 1.4741 -0.28
C 4.0271 -1.3715 2.6606 -0.29
In 2.7431 0.4291 2.2046 0.52
Br 1.0996 -0.1160 0.1878 0.02
C 1.6078 1.2464 3.9753 -0.30
C 0.6489 0.1546 4.6406 -0.30
C -0.6422 -0.1682 3.7400 -0.11
C -1.9684 -0.2579 4.6266 -0.42
O -2.5391 0.7623 5.0372 0.05
O -2.5124 -1.5197 4.9711 0.03
C 4.1240 2.1277 1.5077 -0.28
O 3.5074 2.7367 0.3237 -0.31
C 2.3285 3.4811 0.7217 -0.29
C 2.0057 4.5041 -0.4696 -0.21
C 1.6584 3.6089 -1.7732 -0.12
H 6.1699 -2.5149 7.1056 0.07
H 6.2535 -3.1104 5.3434 0.07
H 5.4620 -1.4726 5.6772 0.07
H 3.7771 -3.4925 5.2398 0.07
H 4.4975 -4.3048 6.7069 0.10
H 3.7679 -1.7151 7.8217 0.11
H 2.5372 -1.8693 6.4828 0.09
H 2.7213 -3.4189 9.1522 0.11
H 2.6757 -4.6444 7.8051 0.10
H 0.5226 -2.5847 8.7189 0.11
H 0.3368 -4.3870 8.5115 0.11
H -0.9422 -3.4561 6.6693 0.11
H 0.1330 -2.0193 6.4027 0.09
H 0.9764 -3.1879 4.5390 0.10
H 1.7995 -4.4394 5.5792 0.10
H -0.1698 -6.0236 5.3908 0.11
H -1.2364 -4.7044 4.6462 0.10
H 0.0807 -6.4195 2.9782 0.10
H 1.5536 -5.2601 3.3585 0.09
H -1.2046 -4.8459 1.8174 0.10
H -0.7061 -3.4631 2.8981 0.08
H 1.1320 -2.7658 1.5997 0.06
H -0.0655 -3.3013 0.3457 0.11
H 1.7812 -4.4111 -0.6757 0.11
H 1.0877 -5.7165 0.3794 0.11
H 3.0337 -6.0219 1.5897 0.10
H 3.8321 -5.0238 0.2955 0.10
H 2.7860 -3.5814 2.9584 0.07
H 4.4431 -4.3070 2.7121 0.10
H 5.0460 -2.5285 1.0319 0.10
H 3.2361 -2.1197 0.6962 0.05
H 5.1274 -1.0584 2.7888 0.04
H 3.7133 -1.7932 3.6759 0.01
H 0.9945 2.1639 3.6728 0.04
H 2.3467 1.5856 4.7891 0.04
H 0.2617 0.5274 5.6590 0.11
H 1.2380 -0.8201 4.7722 0.07
H -0.8283 0.6174 2.9392 0.12
H -0.4647 -1.1992 3.2712 0.09
H -2.4386 -2.1402 4.2136 0.10
H 5.1550 1.6839 1.2736 0.05
H 4.2946 2.8903 2.3478 0.05
H 1.4369 2.7719 0.8659 0.08
H 2.4795 4.0691 1.6864 0.12
H 1.0717 5.0916 -0.1771 0.09
H 2.8845 5.2096 -0.6610 0.10
H 1.1868 4.2181 -2.6155 0.04
H 2.6513 3.2003 -2.1635 0.08
H 0.9602 2.7423 -1.5163 0.06
N 0.9052 7.6299 -3.5742 0.02
C 1.5833 7.7568 -2.3931 -0.14
C 0.6677 8.0318 -1.4065 -0.11
C -0.6105 8.0668 -2.0142 -0.14
C -0.4330 7.8120 -3.3521 -0.17
H 1.3248 7.4323 -4.4671 0.15
H 2.6555 7.6422 -2.3559 0.11
H 0.8938 8.1892 -0.3627 0.10
H -1.5559 8.2560 -1.5272 0.09
H -1.1416 7.7455 -4.1634 0.11
N -3.1776 4.4523 -2.2413 0.00
C -3.4529 3.3365 -2.9876 -0.14
C -2.4542 3.1961 -3.9193 -0.11
C -1.5404 4.2629 -3.7233 -0.11
C -2.0104 5.0183 -2.6825 -0.11
H -3.7438 4.8013 -1.4857 0.14
H -4.3332 2.7425 -2.7922 0.11
H -2.3866 2.4119 -4.6591 0.07
H -0.6374 4.4545 -4.2839 0.09
H -1.6171 5.9079 -2.2188 0.08
N -6.1103 5.9441 -3.3456 0.01
C -5.8362 6.9590 -4.2214 -0.15
C -7.0211 7.3591 -4.7901 -0.13
C -8.0488 6.5589 -4.2319 -0.11
C -7.4571 5.6970 -3.3417 -0.13
H -5.4269 5.4554 -2.7897 0.11
H -4.8245 7.3073 -4.3653 0.11
H -7.1355 8.1419 -5.5255 0.09
H -9.1037 6.6086 -4.4560 0.09
H -7.8768 4.9304 -2.7087 0.11
N -3.6837 -7.1947 1.5259 0.00
C -3.5043 -6.5034 2.6937 -0.15
C -4.5967 -5.6926 2.8783 -0.11
C -5.4709 -5.9069 1.7834 -0.12
C -4.8826 -6.8408 0.9668 -0.15
H -3.0356 -7.8599 1.1389 0.14
H -2.6160 -6.6468 3.2902 0.10
H -4.7505 -5.0206 3.7094 0.09
H -6.4248 -5.4310 1.6124 0.09
H -5.2116 -7.2818 0.0386 0.10
N -4.3702 0.6436 -5.4248 0.01
C -3.4075 0.0189 -6.1718 -0.14
C -3.8798 -1.2229 -6.5181 -0.11
C -5.1779 -1.3502 -5.9642 -0.12
C -5.4547 -0.1823 -5.2977 -0.14
H -4.2930 1.5668 -5.0309 0.11
H -2.4714 0.5099 -6.3907 0.10
H -3.3503 -1.9576 -7.1057 0.09
H -5.8367 -2.2019 -6.0449 0.09
H -6.3267 0.1310 -4.7445 0.10
N -5.3546 7.0962 -7.8832 0.01
C -6.2921 7.6494 -8.7124 -0.15
C -5.6548 8.0634 -9.8565 -0.12
C -4.2822 7.7425 -9.7141 -0.12
C -4.1276 7.1441 -8.4877 -0.14
H -5.5395 6.7123 -6.9689 0.11
H -7.3287 7.7021 -8.4173 0.10
H -6.1247 8.5426 -10.7023 0.09
H -3.4951 7.9281 -10.4295 0.09
H -3.2523 6.7505 -7.9941 0.10
N 6.7466 -6.5787 2.3757 0.01
C 6.7322 -6.3608 1.0251 -0.14
C 7.2621 -7.4688 0.4111 -0.12
C 7.6038 -8.3927 1.4304 -0.12
C 7.2715 -7.8170 2.6321 -0.15
H 6.4206 -5.9293 3.0725 0.14
H 6.3485 -5.4377 0.6186 0.10
H 7.3885 -7.6005 -0.6530 0.09
H 8.0432 -9.3703 1.2992 0.09
H 7.3641 -8.1798 3.6441 0.10
N 0.6122 1.7195 -5.4720 0.01
C 0.9648 0.6286 -4.7275 -0.13
C 2.1296 0.1200 -5.2459 -0.11
C 2.4960 0.9395 -6.3434 -0.12
C 1.5422 1.9206 -6.4573 -0.15
H -0.2042 2.2868 -5.3185 0.10
H 0.3571 0.3084 -3.8949 0.11
H 2.6599 -0.7443 -4.8760 0.09
H 3.3620 0.8246 -6.9782 0.09
H 1.4445 2.7409 -7.1520 0.10
```

**Calculated total energy**: -152791.1939 eV
**Net charge**: -1
**E_LUMO**: 1.6 eV

=====

Record 2
C29H50As2ClIrO4S | the ωB97M-V functional and the def2-TZVPD basis

```
88
Properties=species:S:1:pos:R:3:lowdin_charge:R:1
Ir 0.1483 0.5938 -0.2585 0.82
C 3.1711 1.9908 -1.3147 -0.05
O 2.1440 1.0666 -1.6823 -0.32
C 2.6763 -0.1927 -2.0742 -0.18
C 1.5316 -1.0763 -2.4815 -0.14
O 0.7625 -1.3547 -1.2883 -0.27
C -0.2538 -2.3678 -1.4520 -0.13
C -1.6077 -1.8079 -1.7832 -0.18
O -1.9163 -0.8513 -0.7771 -0.34
C -3.3100 -0.5570 -0.6669 -0.07
H 3.8658 2.1302 -2.1445 0.11
H 3.7205 1.6289 -0.4414 0.10
H 2.6935 2.9363 -1.0857 0.06
H 3.2068 -0.6479 -1.2308 0.14
H 3.3706 -0.0705 -2.9096 0.15
H 1.9285 -2.0114 -2.8803 0.15
H 0.9002 -0.5997 -3.2353 0.14
H -0.3042 -2.8850 -0.4934 0.13
H 0.0661 -3.0785 -2.2151 0.15
H -2.3451 -2.6156 -1.7838 0.15
H -1.6188 -1.3312 -2.7688 0.12
H -3.8481 -1.4102 -0.2466 0.10
H -3.7409 -0.3212 -1.6391 0.09
H -3.4123 0.3042 -0.0077 0.09
C -0.5687 2.4178 3.0707 -0.25
As -0.1865 2.5008 1.1684 1.06
C 1.1945 3.8526 1.0875 -0.23
C -1.6737 3.5038 0.4952 -0.42
C -2.3364 4.4664 1.2541 -0.08
C -3.3629 5.2029 0.6824 -0.03
C -3.7253 4.9800 -0.6422 -0.03
C -3.0557 4.0282 -1.3971 -0.07
C -2.0230 3.2894 -0.8235 -0.41
As -0.9704 2.0472 -1.8526 1.08
C -2.2210 1.4997 -3.2189 -0.23
C 0.1744 3.2684 -2.8117 -0.22
H -0.0526 3.2393 3.5633 0.05
H -0.2366 1.4816 3.5062 -0.02
H -1.6426 2.5273 3.2138 0.03
H 0.8744 4.6879 1.7088 0.05
H 1.2992 4.1980 0.0627 0.02
H 2.1502 3.4744 1.4482 0.04
H -2.0553 4.6585 2.2825 0.11
H -3.8798 5.9520 1.2671 0.12
H -4.5305 5.5491 -1.0873 0.13
H -3.3441 3.8726 -2.4292 0.11
H -3.1989 1.3179 -2.7861 0.03
H -1.8687 0.6024 -3.7230 0.03
H -2.2910 2.2976 -3.9558 0.05
H -0.4660 4.0082 -3.2897 0.06
H 0.7456 2.7359 -3.5699 0.05
H 0.8581 3.7695 -2.1323 0.02
C 3.3759 0.8726 5.2245 -0.10
C 3.9293 1.0734 3.8161 -0.27
C 3.5370 -0.0357 2.8432 -0.31
S 1.7352 -0.2095 2.7314 0.98
O 1.4655 -0.2505 1.2142 -0.71
C 1.4899 -1.9055 3.3267 -0.31
C 1.6231 -2.9655 2.2360 -0.27
C 3.0608 -3.3054 1.8560 -0.08
H 3.6456 1.7126 5.8621 0.09
H 3.7881 -0.0272 5.6858 0.09
H 2.2841 0.7961 5.2336 0.06
H 5.0190 1.0893 3.8629 0.13
H 3.6188 2.0428 3.4171 0.10
H 3.9580 -0.9934 3.1444 0.09
H 3.8355 0.1777 1.8159 0.09
H 0.4937 -1.9073 3.7714 0.07
H 2.2142 -2.0376 4.1330 0.11
H 1.0816 -2.6297 1.3482 0.07
H 1.1209 -3.8624 2.6064 0.12
H 3.5345 -2.4925 1.3035 0.07
H 3.0839 -4.1870 1.2171 0.09
H 3.6630 -3.5280 2.7383 0.09
Cl -4.5027 -3.2295 7.1293 0.94
C -3.7606 -2.5175 5.8255 -0.60
C -3.8675 -1.1115 5.6561 -0.04
C -3.2762 -0.5338 4.5844 0.05
C -2.5405 -1.3285 3.6223 -0.24
C -1.9767 -0.7613 2.5367 0.18
C -2.4498 -2.7582 3.8408 0.03
C -3.0443 -3.3365 4.9097 -0.04
H -4.4319 -0.5327 6.3742 0.13
H -3.3565 0.5358 4.4325 0.14
H -1.4399 -1.3544 1.8028 0.08
H -2.1070 0.2922 2.3232 0.07
H -1.9153 -3.3671 3.1207 0.14
H -3.0006 -4.4039 5.0774 0.13
```

**Calculated total energy**: -186920.7439 eV
**Spin multiplicity**: 2
**⟨S²⟩**: 0.75
**Net charge**: +3
**Relative energy (zero: lowest compared OMol25 entry of this formula, charge and spin)**: 63.9 kcal/mol
**E_LUMO (spin up / spin down)**: -10.4 / -10.4 eV

=====

Record 3
C13H46Ca2O23P2S2 | the ωB97M-V functional and the def2-TZVPD basis

```
88
Properties=species:S:1:pos:R:3:lowdin_charge:R:1
Ca 0.7272 -5.8428 3.8819 1.20
Ca -3.8578 -4.5285 -3.3423 1.31
S -0.7309 -0.9999 0.4176 0.13
O -1.8188 -1.7141 -0.2507 -0.36
O -1.2270 0.1366 1.1839 -0.35
O 0.0020 -1.9102 1.3137 -0.33
O 0.1592 -0.6696 -0.6575 -0.28
S -2.3072 -8.5270 -0.7494 0.09
O -1.2781 -8.2739 0.2704 -0.41
O -1.8570 -7.9603 -2.0030 -0.31
O -2.6595 -9.9156 -0.8837 -0.33
O -3.4648 -7.7084 -0.5455 -0.34
C -0.9208 7.0166 1.2267 -0.14
O -0.0937 7.5326 0.1434 -0.14
H -1.8524 6.6317 0.8119 0.07
H -0.3758 6.3929 1.9353 0.07
H -1.2035 7.8558 1.8623 0.07
H 0.2259 6.7818 -0.3623 0.06
C 0.5286 -2.2572 -6.9205 -0.15
O -0.1140 -2.6604 -5.6985 -0.15
H 0.1183 -2.8511 -7.7373 0.08
H 0.2854 -1.2073 -7.0836 0.07
H 1.6083 -2.4054 -6.9000 0.08
H 0.2874 -2.1996 -4.9582 0.07
C 2.9570 3.0978 -4.1274 -0.17
O 2.3966 3.6260 -2.9255 -0.13
H 3.7428 2.3993 -3.8398 0.08
H 2.1740 2.6420 -4.7334 0.07
H 3.3823 3.9498 -4.6578 0.08
H 2.0428 2.7891 -2.6155 0.07
C 5.7822 -2.9105 -0.7584 -0.18
O 5.1198 -2.4132 -1.8913 -0.11
H 6.5609 -3.6237 -1.0291 0.07
H 6.3591 -2.0835 -0.3445 0.07
H 5.1562 -3.4404 -0.0405 0.08
H 4.2403 -2.1462 -1.6142 0.08
C -1.5362 2.6604 7.4322 -0.17
O -2.2305 1.8143 6.5314 -0.13
H -2.1636 3.0111 8.2517 0.08
H -0.7174 2.0943 7.8763 0.07
H -1.1261 3.5374 6.9314 0.07
H -1.8759 1.7981 5.6394 0.08
C -6.9745 1.4541 0.3824 -0.16
O -6.1666 2.2844 1.2367 -0.13
H -6.8845 0.3873 0.5867 0.07
H -8.0188 1.7650 0.4124 0.08
H -6.6137 1.5894 -0.6373 0.07
H -5.2688 1.9522 1.3090 0.07
C 0.0049 -3.0362 9.1845 -0.13
O -0.3536 -3.0775 7.7564 -0.16
H 0.2230 -4.0050 9.6340 0.07
H 0.9272 -2.4775 9.3439 0.07
H -0.7378 -2.4492 9.7248 0.07
H -0.8748 -2.3117 7.5044 0.06
C 8.5165 -2.4719 5.1084 -0.09
O 7.7724 -2.0535 6.2469 -0.23
P 6.3010 -1.4519 6.0110 0.41
O 5.3391 -2.5214 5.6755 -0.25
O 5.9231 -0.7456 7.3946 -0.20
C 6.7506 0.1556 8.0523 -0.12
O 6.4839 -0.2924 4.8822 -0.24
C 5.5453 0.6951 4.4778 -0.09
H 9.3759 -1.8184 4.9586 0.09
H 7.8327 -2.5113 4.2605 0.08
H 8.8496 -3.4805 5.3532 0.09
H 6.5315 0.2776 9.1131 0.09
H 6.6022 1.0953 7.5203 0.09
H 7.8050 -0.1202 8.0439 0.09
H 4.5179 0.5038 4.7876 0.09
H 5.5715 0.5144 3.4032 0.09
H 5.7770 1.7302 4.7289 0.09
C -4.1858 3.1137 -5.8914 -0.08
O -4.2180 2.3546 -7.0994 -0.23
P -5.3720 1.3375 -7.5071 0.47
O -5.4929 0.2283 -6.5395 -0.25
O -6.7340 2.2891 -7.5551 -0.24
C -6.8436 3.2323 -8.6359 -0.11
O -5.0892 0.9578 -9.1002 -0.24
C -5.8662 -0.0041 -9.8025 -0.11
H -5.1607 3.1800 -5.4084 0.09
H -3.7533 4.1094 -5.9901 0.09
H -3.6149 2.4814 -5.2114 0.09
H -5.8641 3.4542 -9.0594 0.08
H -7.3390 4.1302 -8.2665 0.09
H -7.4751 2.8254 -9.4257 0.08
H -6.6678 -0.3536 -9.1518 0.09
H -5.2664 -0.8551 -10.1250 0.09
H -6.2593 0.4198 -10.7266 0.09
```

**Calculated total energy**: -138431.4937 eV
**Relative energy (zero: lowest compared OMol25 entry of this formula, charge and spin)**: 569.1 kcal/mol
**E_LUMO**: -4.2 eV